Below is a molecular structure, C24H34BF2N3OP2RhSi, with properties calculated with the ωB97M-V functional and the def2-TZVPD basis.

Geometry as XYZ:
```
69
Properties=species:S:1:pos:R:3:forces:R:3
Rh -0.2059 -0.0167 -0.1321 0.54 0.24 -0.97
C -0.1141 -1.8431 -3.0799 0.02 0.08 -0.08
P -0.8020 -0.3243 -2.3407 -0.03 0.05 0.02
C -2.5063 -0.3832 -2.9715 -0.04 -0.12 0.13
C -0.0901 1.0157 -3.3745 0.06 0.04 0.05
C -0.4790 1.2504 -4.6908 0.05 -0.04 -0.04
C 0.1107 2.2685 -5.4242 0.01 0.00 0.00
C 1.1006 3.0597 -4.8582 0.00 -0.01 0.02
C 1.4968 2.8356 -3.5495 0.00 0.02 -0.03
C 0.8966 1.8238 -2.8087 -0.07 -0.11 0.05
P 1.3300 1.4265 -1.1005 -0.43 0.00 0.31
C 2.8637 0.4642 -1.2371 0.17 0.20 0.03
C 1.8117 2.9762 -0.3095 -0.01 -0.03 0.04
H -0.3729 -1.8708 -4.1393 0.05 -0.02 -0.01
H -0.5298 -2.7196 -2.5835 -0.04 0.01 -0.01
H 0.9701 -1.8706 -2.9756 0.00 0.01 0.02
H -2.4860 -0.5522 -4.0459 0.01 0.00 -0.02
H -3.0203 0.5489 -2.7505 -0.02 0.00 -0.02
H -3.0487 -1.2024 -2.5035 0.01 0.02 0.02
H -1.2470 0.6540 -5.1623 -0.01 -0.03 0.01
H -0.2088 2.4474 -6.4421 0.00 0.00 0.00
H 1.5574 3.8537 -5.4335 0.00 0.00 0.00
H 2.2659 3.4596 -3.1123 -0.01 0.00 0.01
H 3.6348 1.0702 -1.7164 0.04 -0.06 -0.01
H 2.6869 -0.4258 -1.8398 0.00 -0.01 0.00
H 3.2029 0.1718 -0.2427 -0.03 0.00 0.00
H 2.5536 3.5114 -0.9016 0.01 0.00 0.02
H 2.2366 2.7390 0.6635 0.01 0.00 0.07
H 0.9316 3.6011 -0.1663 0.00 0.01 -0.02
C -0.0352 -5.3456 -0.7717 0.05 -0.02 -0.01
C -1.3576 -5.0940 -0.4352 -0.03 0.08 0.02
C -1.7193 -3.8558 0.0759 -0.02 0.01 -0.11
C -0.7469 -2.8774 0.2058 -0.06 0.07 0.14
C 0.5813 -3.1112 -0.1295 -0.04 -0.03 0.08
C 0.9332 -4.3619 -0.6077 0.00 -0.02 -0.01
N -1.0976 -1.5791 0.7267 -0.28 -0.74 0.63
N -1.8059 -1.6270 1.7458 0.07 0.38 -0.14
C -2.1567 -0.3789 2.3369 -0.03 -0.23 -0.02
C -2.4130 -0.4037 3.6912 0.05 -0.04 0.02
C -2.7415 0.7793 4.3316 0.01 0.04 0.00
C -2.8283 1.9490 3.5926 0.01 -0.04 0.02
C -2.6037 1.8965 2.2327 0.05 -0.04 0.03
N -2.2791 0.7503 1.6219 -0.07 -0.02 0.17
H 0.2462 -6.3163 -1.1575 0.00 0.00 0.00
H -2.1078 -5.8621 -0.5637 0.00 0.00 0.00
H -2.7408 -3.6289 0.3468 -0.03 -0.03 0.02
H 1.3269 -2.3403 0.0248 -0.02 0.01 0.01
H 1.9661 -4.5719 -0.8505 0.00 0.00 0.00
H -2.3284 -1.3460 4.2121 -0.01 0.01 0.01
H -2.9304 0.7875 5.3964 0.00 0.00 0.00
H -3.0846 2.8909 4.0543 0.00 0.01 -0.01
H -2.6868 2.7587 1.5891 -0.01 0.01 -0.01
F -3.1979 -0.1240 -0.3691 0.04 -0.06 0.03
B -2.1762 0.7012 0.0362 0.33 0.60 -0.22
F -2.2539 1.9767 -0.4728 -0.12 -0.09 0.04
C 3.3845 0.6236 2.6616 -0.04 0.01 0.03
Si 1.5270 0.6269 2.9825 0.12 -0.12 0.03
C 1.0797 2.3241 3.6428 -0.06 0.03 -0.06
C 1.2235 -0.6393 4.3363 0.01 0.00 0.00
O 0.6607 0.2500 1.6753 -0.09 0.00 -0.18
H 3.9119 0.5961 3.6193 0.00 -0.01 -0.01
H 3.7431 1.5160 2.1446 -0.03 0.02 -0.11
H 3.7048 -0.2551 2.0960 -0.01 -0.01 0.00
H 1.6799 2.5791 4.5191 0.01 0.00 0.00
H 0.0271 2.3764 3.9359 0.04 0.00 -0.01
H 1.2541 3.0936 2.8854 -0.02 0.03 0.04
H 1.9824 -0.5629 5.1188 -0.01 0.00 0.00
H 1.2673 -1.6529 3.9291 0.00 -0.01 0.02
H 0.2524 -0.5105 4.8189 -0.04 -0.01 -0.02
```
Forces are in eV/Å.

Output
Max |F| = 1.137 eV/Å
DFT total energy = -67534.576 eV
ΔE to the lowest compared entry with this formula, charge and spin = 116.0 kJ/mol
Charge = +1

Here are the Mulliken charges for atoms 1 to 2, given in e: -0.07, -1.33